(1)
This record from the OMol25 dataset describes a cluster of 2 separate species, C4H9NO3S in total. The level of theory is ωB97M-V/def2-TZVPD.

Output
ΔE to the lowest compared entry with this formula, charge and spin (kcal/mol): 100.0
Kohn-Sham gap (spin up / spin down) (eV): 7.409 / 8.150
HOMO level (spin up / spin down) (eV): -8.427 / -8.439

Each line ends with the Löwdin charge.
Element x y z (Å)
H1 3.6405 -1.5520 1.0713  0.0293
H2 -2.4460 -1.1977 -0.0356  0.1228
H3 4.6497 -0.0947 0.4297  0.0653
O1 2.2292 1.0601 0.8239  -0.4434
H4 4.2277 -1.4048 -0.6477  0.0752
N1 2.5263 0.3822 -1.6781  -0.2557
C1 -0.1708 -1.1616 0.2877  -0.3571
C2 -2.6767 0.7405 0.9742  -0.0624
S1 2.3313 0.0205 -0.1798  0.7084
H5 -2.7290 0.1576 1.9123  0.0942
C3 3.8712 -0.8679 0.3005  -0.1805
H6 2.0334 1.2208 -2.0341  0.0253
H7 -2.5260 0.4574 -1.1203  0.1340
C4 -2.2550 -0.1172 -0.2111  -0.1267
O2 -0.5698 -2.1424 0.8564  0.0943
O3 -0.7378 -0.1251 -0.1932  -0.0562
H8 -1.9665 1.4719 0.9251  0.0494
H9 -3.7135 1.0770 0.9462  0.0839


(2)
This record from the OMol25 dataset describes a cluster of 2 separate species, C5H7N4 in total. The level of theory is ωB97M-V/def2-TZVPD.

Output
ΔE to the lowest compared entry with this formula, charge and spin (kcal/mol): 160.6
Kohn-Sham gap (spin up / spin down) (eV): 5.530 / 7.347
HOMO level (spin up / spin down) (eV): -12.642 / -13.089
Total charge: +1

Each line ends with the Löwdin charge.
Element x y z (Å)
N1 -0.5916 0.3544 -1.9021  0.1829
H1 0.1315 1.9220 -1.2621  0.0845
C1 -0.2648 -1.5482 -0.3951  0.0753
H2 -0.2501 -4.4152 -0.4857  0.1227
N2 -0.1283 -3.8103 0.2729  0.1598
H3 1.1523 0.3928 1.6782  0.1209
C2 -0.1356 2.6752 -0.4740  -0.2768
N3 0.4801 2.2442 0.7490  0.0393
N4 -0.6250 3.7779 -0.7066  0.2044
C3 -0.3509 -0.5099 -1.1462  -0.2801
H4 0.2945 -4.2582 1.0379  0.1070
C4 -0.0778 -2.5171 0.4458  -0.1778
H5 0.3382 -2.1880 1.4212  0.1609
H6 0.4547 3.0713 1.4928  0.2372
H7 -1.1200 3.8379 -1.5202  0.0480
C5 0.6929 0.9710 0.7940  0.1917


(3)
This record from the OMol25 dataset describes an isolated molecule of C18H21F3N2O3S. The level of theory is ωB97M-V/def2-TZVPD.

Output
ΔE to the lowest compared entry with this formula, charge and spin (kcal/mol): 0.0
Kohn-Sham gap (eV): 8.995
HOMO level (eV): -8.703

Each line ends with the Löwdin charge.
Element x y z (Å)
H1 -0.4582 -1.9238 0.5349  0.0883
C1 0.7423 3.0236 -0.8543  -0.0313
H2 -3.0342 -0.2755 2.6994  0.0755
H3 -2.7493 -3.6664 0.0959  0.1148
H4 1.4184 -4.0299 0.3281  0.1159
C2 2.1297 -1.4821 0.5075  -0.0297
H5 -2.5072 -2.7017 2.4063  0.1065
C3 2.2167 -1.6025 -1.8741  -0.0333
C4 1.2261 -3.5426 -0.6278  -0.1451
H6 3.8373 1.9805 -1.6977  0.1190
H7 1.2906 3.2771 -1.7473  0.1236
O1 3.6966 2.5015 1.6084  -0.2759
H8 2.0354 -2.1372 -2.7953  0.1165
C5 -3.4689 2.5977 -0.6736  -0.7395
H9 -0.7234 -4.4250 -0.9233  0.1171
C6 -0.6433 2.9707 -0.8746  0.0207
O2 3.6589 4.0372 -0.3210  -0.2797
H10 -3.9865 -2.2338 1.5580  0.1043
C7 -1.3148 2.6670 0.2996  -0.1875
C8 2.6986 -0.2225 0.4746  -0.0207
H11 -1.1669 3.1716 -1.7955  0.1209
H12 -2.6300 -2.0249 -0.5696  0.1186
H13 1.6243 -4.1672 -1.4289  0.1140
N1 -0.8904 -2.8282 0.3681  -0.0698
H14 3.0475 0.0987 -2.8723  0.1117
H15 -1.1903 2.1987 2.3740  0.1272
C9 -2.3285 -2.6715 0.2755  -0.2596
C10 2.7831 -0.3430 -1.9221  -0.0175
H16 2.9141 0.3131 1.3843  0.0989
C11 -2.5681 -0.6409 1.7874  -0.1084
H17 -1.4936 -0.4909 1.8695  0.0594
C12 1.4255 2.7717 0.3167  -0.2726
O3 -2.7088 2.5947 0.4062  0.1314
H18 1.8863 -1.9291 1.4602  0.1195
C13 -0.6274 2.4220 1.4830  0.0197
C14 3.0321 0.3560 -0.7452  -0.3019
S1 3.2220 2.8260 0.3013  0.6588
F1 -3.4506 3.7508 -1.3619  0.1649
H19 1.3230 2.2921 2.3841  0.1194
C15 0.7534 2.4732 1.4868  -0.0354
C16 -0.2933 -3.4247 -0.8072  -0.2400
C17 1.8806 -2.1922 -0.6617  -0.2460
H20 -0.5100 -2.8553 -1.7306  0.1209
H21 -2.9387 -0.0478 0.9542  0.0603
N2 3.6212 1.6203 -0.7818  -0.0581
F2 -3.1523 1.6407 -1.5639  0.1607
F3 -4.7270 2.3873 -0.3112  0.1881
C18 -2.9018 -2.1133 1.5770  -0.2446


(4)
This record from the OMol25 dataset describes a cluster of 4 separate species, C3H14NO3S in total. The level of theory is ωB97M-V/def2-TZVPD.

Output
ΔE to the lowest compared entry with this formula, charge and spin (kcal/mol): 33.2
Kohn-Sham gap (eV): 7.384
HOMO level (eV): -3.791
Total charge: -1

Each line ends with the Löwdin charge.
Element x y z (Å)
O1 2.0359 -0.2224 0.7148  -0.1791
H1 0.9926 0.3097 -1.6805  0.0886
H2 2.7609 -0.7297 1.0986  0.0220
N1 0.7371 2.2748 -0.6775  -0.0170
H3 1.5168 2.6942 -1.1523  0.0467
H4 -0.7378 -1.0280 -2.6216  0.0271
H5 -0.7232 -2.0351 1.5233  -0.0580
H6 -0.0433 1.4539 -2.4986  0.0695
H7 -1.9154 0.8689 -0.7772  0.0757
S1 0.1132 -2.4395 -0.6345  0.2324
C1 -0.9950 0.2772 -0.8010  -0.2113
C2 -1.0688 -1.1754 -1.5839  -0.5419
O2 -1.2880 -1.6414 2.2664  -0.1462
C3 0.2771 1.1926 -1.5079  -0.2987
H8 -2.0966 -1.4514 -1.4087  0.0084
H9 -0.4446 0.3042 2.5501  -0.0284
H10 1.0487 1.8803 0.1999  0.0261
H11 -0.5750 0.1047 0.1574  -0.0004
H12 -2.0986 -1.5896 1.7433  0.0236
H13 1.4183 -0.9787 0.3117  -0.0602
O3 0.0868 1.0894 2.5330  -0.0959
H14 0.9988 0.8413 2.2453  0.0170


(5)
This record from the OMol25 dataset describes an isolated molecule of C5H7NOS. The level of theory is ωB97M-V/def2-TZVPD.

Output
ΔE to the lowest compared entry with this formula, charge and spin (kcal/mol): 31.3
Kohn-Sham gap (eV): 7.889
HOMO level (eV): -8.188

Each line ends with the Löwdin charge.
Element x y z (Å)
H1 0.9255 -2.2633 -0.7298  0.1355
C1 1.4886 0.7624 0.0477  -0.1363
C2 -0.4108 -0.6003 0.0158  -0.2780
O1 1.9162 -0.5685 -0.1974  -0.1198
S1 -3.1494 -0.1309 -0.0407  0.5855
H2 0.9407 -1.9428 1.0004  0.1265
C3 0.0222 0.7078 -0.0262  -0.2561
N1 -0.7361 1.7993 -0.0421  0.1677
H3 -0.3373 2.7262 -0.1580  0.1245
H4 -1.9024 -2.1249 -0.0664  0.0601
H5 -1.7691 1.6811 -0.0353  0.0108
H6 1.9846 1.3551 -0.7354  0.1378
H7 1.9492 1.0963 0.9984  0.1425
C4 -1.7159 -1.0393 -0.0494  -0.5546
C5 0.7938 -1.4580 0.0184  -0.1461


In the order shown, the computed electronic energy values come out to -22757.055; -11244.004; -47117.601; -21806.896; -19670.244 eV.